1.
The following is a DFT calculation (the ωB97M-V functional and the def2-TZVPD basis) of a single C9H19N5O3S molecule at a distorted geometry.

Summary:
HOMO-LUMO gap ... 0.33772 Eh
Energy ... -1252.06844 hartree
SMILES string ... [H]/N=C(/N)NCCC[C@H](N)C(=O)N[C@@H](CS)C(=O)O
Relative energy (zero: lowest compared OMol25 entry of this formula, charge and spin) ... 20.99 kJ/mol
Highest occupied orbital energy ... -8.81 eV

Last column: Mulliken charge in e.
Element x y z (Å)
H -4.72 1.12 1.41  0.29
N -5.21 0.34 0.99  -0.77
C -4.68 0.10 -0.15  0.54
N -5.22 -0.94 -0.88  -0.46
N -3.46 0.58 -0.63  -0.12
C -2.48 1.21 0.23  -1.38
C -1.77 0.19 1.11  -0.19
C -1.12 -0.98 0.36  -1.14
C -0.06 -0.53 -0.77  0.84
N 0.42 -1.78 -1.43  -0.78
C 1.06 0.38 -0.31  0.25
O 0.84 1.57 -0.04  -0.84
N 2.26 -0.17 -0.07  -0.02
C 3.41 0.52 0.56  -0.26
C 4.32 -0.48 1.29  -1.04
S 4.93 -1.77 0.11  -0.25
C 4.16 1.42 -0.45  0.69
O 5.37 1.30 -0.64  -0.61
O 3.37 2.30 -1.03  -0.49
H -5.06 -0.96 -1.87  0.20
H -6.17 -1.15 -0.61  0.26
H -3.06 0.03 -1.37  0.31
H -1.67 1.78 -0.30  0.32
H -2.92 1.99 0.84  0.32
H -2.56 -0.21 1.80  0.46
H -1.05 0.66 1.82  0.32
H -0.69 -1.60 1.17  0.33
H -1.81 -1.62 -0.20  0.39
H -0.72 0.13 -1.38  0.23
H 0.92 -1.61 -2.29  0.28
H 0.94 -2.31 -0.75  0.24
H 2.47 -1.09 -0.42  0.24
H 2.94 1.16 1.31  0.39
H 3.73 -0.99 2.03  0.48
H 5.20 -0.02 1.74  0.39
H 5.59 -0.88 -0.56  0.17
H 2.48 2.31 -0.62  0.40

2.
The following is a DFT calculation (the ωB97M-V functional and the def2-TZVPD basis) of a single C9H19N5O3S molecule at a distorted geometry.

Summary:
HOMO-LUMO gap ... 0.34347 Eh
Energy ... -1251.93898 hartree
SMILES string ... [H]/N=C(\N)NCCC[C@H](NC(=O)[C@@H](N)CS)C(=O)O
Relative energy (zero: lowest compared OMol25 entry of this formula, charge and spin) ... 360.87 kJ/mol
Highest occupied orbital energy ... -8.89 eV

Last column: Mulliken charge in e.
Element x y z (Å)
H -6.12 -0.43 -1.78  0.22
N -5.71 0.10 -0.97  -0.74
C -4.98 -0.73 -0.35  0.54
N -4.49 -2.08 -0.76  -0.52
N -4.38 -0.30 0.80  -0.30
C -3.00 -0.52 1.02  -0.66
C -2.18 0.24 0.04  -0.34
C -0.67 0.09 0.47  -1.22
C 0.38 0.82 -0.39  0.47
N 1.61 0.34 0.22  -0.18
C 2.78 0.91 -0.41  0.23
O 2.69 1.55 -1.46  -0.65
C 4.02 0.28 0.23  -0.04
N 3.75 -0.19 1.53  -0.67
C 4.36 -0.93 -0.76  -1.08
S 6.14 -1.50 -0.42  -0.21
C 0.31 2.32 -0.25  0.18
O -0.69 2.92 -0.76  -0.62
O 1.35 2.94 0.49  -0.46
H -4.88 -2.83 0.01  0.28
H -4.90 -2.30 -1.74  0.27
H -4.68 0.68 0.90  0.28
H -2.78 -0.14 2.07  0.32
H -2.76 -1.67 0.93  0.25
H -2.51 1.27 0.12  0.35
H -2.22 -0.11 -0.99  0.25
H -0.30 -1.03 0.52  0.36
H -0.62 0.37 1.55  0.41
H 0.35 0.49 -1.51  0.27
H 1.79 0.08 1.24  0.48
H 4.89 0.95 0.07  0.44
H 4.19 -1.32 1.82  0.32
H 4.25 0.52 2.24  0.25
H 3.61 -1.69 -0.63  0.52
H 4.28 -0.55 -1.83  0.43
H 5.88 -2.52 -1.42  0.16
H 1.26 3.97 0.18  0.40

3.
The following is a DFT calculation (the ωB97M-V functional and the def2-TZVPD basis) of a gas-phase ion, C9H19NOPS (charge +1) at a distorted geometry.

Summary:
HOMO-LUMO gap ... 0.29103 Eh
Energy ... -1223.57729 hartree
Relative energy (zero: lowest compared OMol25 entry of this formula, charge and spin) ... 0.00 kJ/mol
Total charge ... +1
Highest occupied orbital energy ... -12.36 eV

Last column: Mulliken charge in e.
Element x y z (Å)
C -0.10 3.04 0.69  0.70
C -0.16 0.58 1.01  -0.15
C 0.20 4.09 -0.33  -1.23
C -1.64 -2.57 1.73  -1.01
C -1.37 0.21 -2.09  -1.25
C 2.69 -0.48 0.40  -1.08
C -0.27 -2.49 1.09  -0.40
C -1.05 -1.18 -1.51  -0.45
C 1.69 -1.06 -0.59  -0.42
N 0.14 1.73 0.27  -0.08
O -0.62 3.22 1.76  -0.52
P -0.01 -0.96 0.00  0.44
S -0.32 0.38 2.59  -0.10
H -0.21 3.72 -1.23  0.38
H -0.21 4.91 0.17  0.38
H 1.25 4.28 -0.33  0.33
H -1.81 -1.70 2.39  0.21
H -2.44 -2.58 0.96  0.26
H -1.96 -3.45 2.36  0.35
H -2.13 0.21 -2.89  0.39
H -1.72 0.76 -1.23  0.44
H -0.45 0.56 -2.64  0.23
H 2.30 0.58 0.43  0.28
H 2.62 -0.82 1.41  0.31
H 3.74 -0.52 0.10  0.36
H -0.02 -3.28 0.28  0.41
H 0.59 -2.53 1.90  0.31
H -0.48 -1.86 -2.23  0.46
H -2.07 -1.80 -1.38  0.40
H 1.69 -2.18 -0.76  0.45
H 1.88 -0.52 -1.60  0.36
H 0.25 1.70 -0.73  0.24

4.
The following is a DFT calculation (the ωB97M-V functional and the def2-TZVPD basis) of 3 unconnected molecules or ions with the total composition C9H19O7S.

Summary:
HOMO-LUMO gap ... 0.29736 Eh
Energy ... -1279.29440 hartree
Relative energy (zero: lowest compared OMol25 entry of this formula, charge and spin) ... 0.00 kJ/mol
Total charge ... -1
Highest occupied orbital energy ... -5.23 eV

Last column: Mulliken charge in e.
Element x y z (Å)
C -0.36 -2.51 -2.49  -0.46
S 1.41 -2.38 -2.49  1.15
O 1.78 -2.82 -1.15  -0.68
O 1.88 -3.21 -3.58  -0.70
O 1.64 -0.93 -2.68  -0.68
H -0.72 -2.27 -3.49  0.30
H -0.64 -3.54 -2.24  0.33
H -0.78 -1.82 -1.77  -0.27
O 0.99 2.58 2.62  -0.62
C 1.62 2.05 1.75  0.76
O 1.19 0.90 1.24  -0.33
C 1.79 0.28 0.07  0.28
C 2.99 -0.58 0.40  -1.08
C 2.93 2.64 1.26  -0.99
H 2.02 1.04 -0.68  0.29
H 1.01 -0.35 -0.35  -0.20
H 3.82 -0.01 0.83  0.34
H 3.32 -1.06 -0.52  0.33
H 2.71 -1.36 1.10  0.28
H 3.72 2.28 1.92  0.26
H 2.87 3.72 1.36  0.31
H 3.19 2.38 0.24  0.33
O -3.25 -1.36 -1.51  -0.55
C -2.94 -0.55 -0.68  0.81
O -2.78 -0.97 0.59  -0.38
C -2.16 -0.16 1.60  0.14
C -3.14 0.79 2.26  -1.11
C -2.73 0.91 -1.02  -1.02
H -1.30 0.36 1.19  -0.09
H -1.78 -0.88 2.32  0.40
H -3.55 1.51 1.55  0.26
H -2.65 1.33 3.06  0.38
H -3.98 0.23 2.68  0.31
H -3.70 1.41 -0.97  0.30
H -2.37 0.96 -2.04  0.30
H -2.04 1.43 -0.37  0.31

5.
The following is a DFT calculation (the ωB97M-V functional and the def2-TZVPD basis) of a molecular structure, C9H20AgBClO at a distorted geometry.

Summary:
HOMO-LUMO gap ... 0.19389 Eh
Energy ... -1061.87168 hartree
Relative energy (zero: lowest compared OMol25 entry of this formula, charge and spin) ... 0.00 kJ/mol
Total charge ... +1
Highest occupied orbital energy ... -11.93 eV

Last column: Mulliken charge in e.
Element x y z (Å)
C 2.56 -0.59 1.77  -1.79
C 2.11 0.44 0.74  0.65
C 3.33 1.26 0.31  -1.79
C 1.38 -0.14 -0.49  0.99
C 1.66 -1.62 -0.75  -1.88
C -0.11 0.12 -0.39  -1.16
O -0.68 0.01 -1.68  -0.54
B -2.00 -0.40 -1.77  0.39
C -3.23 0.43 -1.25  -0.54
C -3.35 0.65 0.27  -0.49
C -4.01 -0.51 0.99  -0.56
Cl -5.75 -0.56 0.61  -0.20
H 1.72 -1.11 2.21  0.40
H 3.24 -1.33 1.36  0.40
H 3.07 -0.09 2.59  0.47
H 1.46 1.13 1.26  0.29
H 3.68 1.90 1.12  0.64
H 3.03 1.90 -0.54  0.54
H 4.16 0.61 0.00  0.50
H 1.69 0.39 -1.39  0.17
H 1.40 -2.25 0.08  0.39
H 1.06 -1.93 -1.60  0.49
H 2.70 -1.77 -1.01  0.39
H -0.25 1.13 0.00  0.35
H -0.57 -0.57 0.32  0.43
H -2.19 -1.44 -2.34  -0.11
H -4.13 -0.10 -1.56  0.34
H -3.23 1.39 -1.76  0.25
H -3.96 1.52 0.45  0.38
H -2.40 0.84 0.76  0.20
H -3.59 -1.47 0.72  0.30
H -3.92 -0.39 2.06  0.39
Ag 5.11 2.57 -1.08  0.72

6.
The following is a DFT calculation (the ωB97M-V functional and the def2-TZVPD basis) of a molecular structure, C9H20Br2N2NbS at a distorted geometry.

Summary:
HOMO-LUMO gap ... 0.22447 Eh
Energy ... -6067.35039 hartree
Total charge ... -1
Highest occupied orbital energy ... -4.23 eV

Last column: Mulliken charge in e.
Element x y z (Å)
C 0.92 -3.82 0.94  -0.46
C 0.50 -2.63 0.60  -0.06
Nb -0.31 -0.57 -0.08  0.00
N -1.32 -0.33 1.82  -0.75
C -2.14 -1.73 -0.87  -0.56
N -3.40 -1.21 -0.20  -0.69
C 0.68 -0.97 -2.08  -0.75
S 0.65 0.42 -3.31  -0.18
C 0.56 2.09 -2.52  -0.03
C -0.93 2.68 -2.82  -0.90
C 1.46 0.56 0.79  -0.52
Br 3.10 0.60 -0.34  -0.20
C 1.92 0.07 2.28  0.00
C 1.24 0.90 3.48  -0.95
Br 3.91 0.47 2.40  -0.28
H 1.17 -4.92 1.07  0.34
H -1.16 0.95 -0.66  0.15
H -0.92 -1.00 2.50  0.20
H -1.19 0.63 2.18  0.22
H -2.06 -2.85 -0.60  0.22
H -2.27 -1.55 -2.00  0.26
H -3.34 -0.18 -0.08  0.28
H -3.46 -1.56 0.77  0.28
H 1.76 -1.39 -2.02  0.41
H 0.08 -1.84 -2.57  0.41
H 1.28 2.80 -3.09  0.32
H 0.86 2.14 -1.43  -0.17
H -0.87 3.13 -3.89  0.31
H -1.27 3.46 -2.06  0.26
H -1.64 1.78 -2.90  0.22
H 1.13 1.66 0.92  0.58
H 1.84 -1.05 2.46  0.25
H 0.37 0.24 3.88  0.20
H 1.98 0.99 4.37  0.36
H 0.89 1.91 3.08  0.24